1.
C19H32Cl5N3O8PS3 | ωB97M-V/def2-TZVPD

## Properties
Charge: +1
Frontier orbital gap, eV: 6.68

Each line ends with the Mulliken charge.
Atoms and positions in Å:
C -1.5158 1.9048 3.5190  -0.7895
C -2.4553 1.7993 2.2388  -0.1640
Cl -3.7876 3.0760 2.1450  -0.1465
C -2.2911 0.8234 1.1880  0.0486
Cl -3.4983 1.0260 -0.1594  -0.0855
C -1.1547 -0.3536 1.2595  0.9552
N -1.5190 -1.0319 2.5226  -0.4134
C -0.6965 -1.2095 3.4532  0.2952
S 0.5855 -1.3957 4.5264  -0.1693
N 0.2436 0.1758 1.1320  -0.4947
S 0.4541 1.6835 0.2033  1.0644
C 2.2659 1.9760 -0.2695  -0.9769
O 0.1886 2.9417 1.0538  -0.1706
O -0.3238 1.8232 -1.0566  -0.5499
C 1.2591 -0.8656 0.6473  -0.9902
C 0.7737 -2.3811 0.7298  0.2343
C 1.9068 -3.3814 0.0980  -0.2969
Cl 2.4973 -2.9526 -1.5639  -0.1155
C 1.4993 -4.9389 0.2286  -0.0698
C 1.1800 -5.3787 1.7678  -0.9435
Cl 0.2293 -5.4982 -0.9674  -0.1273
O -0.5662 -2.7058 0.3700  0.3074
C -1.4661 -1.5514 0.1717  0.0193
C -1.2839 -1.1857 -1.3705  -1.0945
C -1.1958 -2.5359 -2.3025  0.6124
C -1.3595 -2.0337 -3.8547  -0.8521
C -0.2209 -2.8339 -4.7184  -0.5942
C 1.0888 -1.8808 -4.8937  -0.0711
N 1.1497 -1.4796 -6.3506  -0.6739
P -3.1993 -2.3711 0.3628  0.0577
O -4.1969 -1.6159 1.5229  -0.4261
Cl -4.3940 -2.0405 -1.3967  -0.2014
H -0.4010 1.7491 3.3216  0.1045
H -1.8682 1.1400 4.2974  0.2894
H -1.6564 2.9451 4.0005  0.4075
H 0.6767 0.4962 2.0373  0.9079
H 2.6180 1.2258 -1.0616  0.3566
H 2.8517 1.7585 0.6931  0.3566
H 2.4450 3.0731 -0.5522  0.3916
H 1.5280 -0.6537 -0.4419  0.3232
H 2.2334 -0.7856 1.2699  0.2782
H 0.8746 -2.6745 1.8558  0.0054
H 2.8122 -3.2526 0.8145  0.5310
H 2.4640 -5.5266 -0.0365  0.4260
H 1.2805 -6.5219 1.8638  0.3928
H 2.0602 -4.9469 2.3907  0.2733
H 0.1868 -4.9669 2.1520  0.1752
H -0.2741 -0.6680 -1.6242  -0.2306
H -2.0822 -0.5437 -1.8601  0.5438
H -1.9761 -3.3205 -2.0228  0.3357
H -0.1765 -3.0400 -2.2546  -0.4412
H -2.3805 -2.2873 -4.2974  0.3048
H -1.1092 -0.9137 -3.8662  0.3183
H -0.6474 -3.0943 -5.7530  0.4089
H 0.0710 -3.8368 -4.2325  0.3067
H 2.0359 -2.4503 -4.5807  0.1876
H 1.0019 -0.9153 -4.2842  0.0761
H 1.7736 -2.1390 -6.8357  0.2477
H 1.5457 -0.5177 -6.3653  0.2213
H -4.1913 -2.1009 2.3852  0.3575
C 1.2727 7.9564 1.7110  -0.3600
C 0.7490 7.5333 3.0754  -0.3682
O -0.2176 6.5178 2.8027  -0.3285
S 0.2354 5.6984 1.4762  1.2530
O 0.9119 4.5006 1.8935  -0.5238
O -0.8592 5.6876 0.5550  -0.5825
O 1.3506 6.7519 0.9459  -0.3365
H 0.5731 8.6325 1.2118  0.3089
H 2.2525 8.4314 1.7744  0.3146
H 0.2949 8.3603 3.6214  0.3172
H 1.5433 7.0895 3.6830  0.2724



2.
C19H32ClFN2O11PS | ωB97M-V/def2-TZVPD

## Properties
Charge: +1
Frontier orbital gap, eV: 7.88

Each line ends with the Mulliken charge.
Atoms and positions in Å:
C 3.0780 -3.1268 1.9187  -0.1640
C 2.1791 -2.3801 1.6677  -1.4948
C 1.3412 -1.2643 1.4979  1.3232
C 1.1951 -0.4460 0.4102  0.5073
C 1.9410 -0.6719 -0.8748  -0.9601
C 0.9021 -1.0539 -1.9976  -0.1510
C 1.0242 -2.4843 -2.4875  -0.8500
Cl 0.9123 -3.6636 -1.1367  -0.1592
N 0.2771 0.5440 0.7361  0.2347
S -0.1374 1.7681 -0.3719  1.0623
O -1.2744 1.3215 -1.0826  -0.5192
O 0.9990 2.0604 -1.1554  -0.4929
F -0.4714 2.9789 0.4658  -0.1433
C -0.1550 0.3202 2.0217  -0.1105
P -1.3671 1.4108 2.8932  0.8946
O -0.7282 2.6229 3.3634  -0.6242
O -2.5036 1.6904 1.7851  -0.4131
O -2.0882 0.6274 4.0610  -0.4512
N 0.4542 -0.7596 2.4576  0.2357
C 0.2769 -1.4311 3.7769  -0.6106
O -1.0095 -1.9271 3.8763  -0.2842
C -1.2892 -2.9877 2.9573  -0.5067
C -2.6433 -2.6766 2.3360  0.1948
O -2.9370 -3.5902 1.3161  -0.4639
C -3.7916 -3.0577 0.3171  -0.4005
C -5.1011 -2.5088 0.8489  -0.2311
O -5.8571 -1.9736 -0.2285  -0.4056
C -6.7732 -0.9981 0.2458  -0.4252
C -6.1798 0.4135 0.2828  -0.4805
H 3.9541 -3.6667 2.1991  0.5379
H 2.6278 -1.4979 -0.7204  0.6404
H 2.4502 0.2416 -1.1722  -0.0856
H 0.9640 -0.3433 -2.8219  0.4603
H -0.1072 -0.9606 -1.5898  0.1222
H 0.1662 -2.6994 -3.1218  0.4311
H 1.9188 -2.6856 -3.0720  0.4282
H -2.4894 0.9536 1.1484  0.1982
H -2.7203 0.0118 3.6524  0.3662
H 1.0565 -2.1710 3.9547  0.3904
H 0.3842 -0.6576 4.5400  0.3229
H -1.3279 -3.9585 3.4546  0.4603
H -0.5613 -3.0798 2.1432  0.1442
H -3.3890 -2.7379 3.1406  0.3105
H -2.6525 -1.6537 1.9140  -0.1551
H -4.0415 -3.8851 -0.3470  0.4132
H -3.2601 -2.3098 -0.2894  0.1399
H -4.9846 -1.7190 1.6023  0.2971
H -5.7040 -3.2970 1.3195  0.2248
H -7.1592 -1.2629 1.2356  0.3260
H -7.6336 -0.9824 -0.4242  0.3732
H -6.2798 0.9498 -0.6581  0.3288
H -5.1141 0.3953 0.5376  -0.1795
H -6.6645 0.9743 1.0850  0.3095
C 3.0798 3.9334 -2.5978  -0.6866
C 3.8291 2.8236 -3.3042  -0.1143
O 4.9212 3.3241 -4.0783  -0.3756
C 6.0085 3.6553 -3.3769  0.7414
O 6.1382 3.5467 -2.1848  -0.5613
O 6.9163 4.1309 -4.2226  -0.3486
C 8.1119 4.6090 -3.5975  -0.6319
H 2.7653 4.6965 -3.3112  0.3348
H 2.2034 3.5394 -2.0919  -0.0003
H 3.7103 4.4264 -1.8582  0.3272
H 3.1664 2.3253 -4.0119  0.3238
H 4.1831 2.0675 -2.6002  0.2542
H 8.5457 3.8504 -2.9501  0.2966
H 7.9014 5.5153 -3.0320  0.2975
H 8.8133 4.8411 -4.3934  0.2275



3.
C19H32CrNP | ωB97M-V/def2-TZVPD

## Properties
2S+1: 5
Frontier orbital gap (spin up / spin down), eV: 7.09 / 8.11

Each line ends with the Mulliken charge.
Atoms and positions in Å:
C 0.4778 3.2301 -3.6695  -0.5968
C -0.7943 2.7792 -3.3403  -0.6713
C -0.9856 1.8243 -2.3146  1.2502
C 0.0889 1.3461 -1.5475  -0.3456
C 1.3689 1.7801 -1.9329  1.3132
C 1.5770 2.7279 -2.9516  -0.8832
C -2.3725 1.3022 -2.0854  -1.4769
C -2.4277 -0.1994 -1.7212  1.0847
N -2.6218 -1.0263 -2.8775  -0.0759
Cr -0.0699 -0.0743 0.1155  -1.9053
C 2.5494 1.1038 -1.2720  -1.2700
P 1.9902 -0.6344 -0.9322  1.2639
H -1.6890 3.1372 -3.9057  0.2731
H 2.6098 3.0325 -3.2138  0.3445
H 0.6277 3.9543 -4.4884  0.3503
H 2.7870 1.5342 -0.2873  0.3906
H 3.4610 1.1079 -1.8889  0.4552
H -2.8406 1.8409 -1.2457  0.4371
H -3.0048 1.5021 -2.9669  0.2853
H -1.5050 -0.5518 -1.1345  -0.5562
C 3.3910 -1.4411 -0.0844  -1.2766
C 2.0808 -1.3443 -2.6325  -1.3764
H -3.3259 -0.3627 -1.1042  0.5910
C -1.5154 -1.1164 -3.8032  -0.6447
C -3.2250 -2.3168 -2.5888  -0.9898
H 0.2834 -1.0822 1.5163  0.1431
H -1.8424 -1.7208 -4.6629  0.4227
H -1.2009 -0.1201 -4.1415  0.2087
H -0.6378 -1.6315 -3.3590  0.0680
H -3.4518 -2.8319 -3.5308  0.3182
H -2.5533 -2.9651 -1.9937  0.3139
H -4.1508 -2.1601 -2.0200  0.3301
H 3.1031 -1.3032 -3.0476  0.4281
H 1.7503 -2.3914 -2.5778  0.3875
H 1.4129 -0.8018 -3.3154  0.2736
H 4.3354 -1.3522 -0.6529  0.3832
H 3.4919 -0.9823 0.9111  0.3486
H 3.1205 -2.5042 0.0318  0.3793
H -0.3762 -1.6386 0.4746  0.0284
C -1.2412 0.7345 5.2957  -1.4389
C 0.0181 0.0192 4.7816  1.9209
C 1.2777 0.7426 5.2916  -1.4830
C 0.0231 -1.4407 5.2859  -1.5455
C 0.0059 0.1710 3.3239  -0.4461
C 0.1206 0.0250 2.0818  -0.3636
H -1.2624 0.7418 6.3995  0.3488
H -2.1277 0.2022 4.9150  0.3778
H -1.2455 1.7622 4.9089  0.3845
H 1.3088 0.7526 6.3941  0.3745
H 2.1702 0.2235 4.9095  0.3603
H 1.2782 1.7733 4.9056  0.3903
H -0.8726 -1.9749 4.9215  0.3652
H 0.9150 -1.9696 4.9257  0.3855
H 0.0274 -1.4767 6.3903  0.3655



| no. | E_tot (eV) |
| --- | --- |
| 1 | -145461.7703 |
| 2 | -81080.1767 |
| 3 | -59416.8856 |